Record 1
The following is a DFT calculation (ωB97M-V/def2-TZVPD) of C4H12N2O in the gas phase in a non-equilibrium geometry.

ORCA input file:
```
! wB97M-V def2-TZVPD RIJCOSX def2/J DEFGRID3
* xyz 0 1
H -0.06216 0.91732 3.31391
H 0.69835 -2.68577 -2.08046
H 2.04401 0.07880 -1.64661
H 0.37136 -0.65440 -2.93090
H -0.43070 1.13527 -1.38824
C 0.11301 0.25713 -0.99990
C -0.46561 -0.04509 0.35659
H 2.10861 0.58170 -0.14329
N 1.53511 0.61731 -0.96109
H 0.83383 0.88381 1.45080
N -0.14628 1.03571 1.31028
H -1.43363 1.93845 2.81735
O 0.34966 -2.10162 -1.40312
C -0.87283 1.02956 2.58349
C -0.13907 -0.88889 -1.99794
H -1.22381 -1.00750 -2.00649
H -1.53946 -0.29028 0.35226
H -1.62421 0.23122 2.67434
H -0.11617 -1.03272 0.69902
*
```

Calculated total energy (eV): -9368.999
E_LUMO (eV): 0.813
HOMO-LUMO gap (eV): 9.33
SMILES: CNC[C@@H](N)CO
Relative energy (zero: lowest compared OMol25 entry of this formula, charge and spin) (eV): 2.195
F_max (eV Å⁻¹): 1.96

***

Record 2
The following is a DFT calculation (ωB97M-V/def2-TZVPD) of a molecular structure, C26H38F3N4PS3V.

ORCA input file:
```
! wB97M-V def2-TZVPD RIJCOSX def2/J DEFGRID3
* xyz 1 1
H 1.57317 -3.36388 1.68764
H 0.56776 2.57140 -4.16853
H -3.47810 -0.64629 -0.16144
C 1.41387 1.62766 -1.73780
H 0.25768 0.70499 7.15620
H 1.18807 -0.84935 -3.11513
S -2.19890 -1.11349 2.50861
N -0.64962 0.31607 3.96320
H -0.92162 -2.20669 -0.28470
C -0.50327 3.15086 -1.82778
H -0.96468 -3.29683 -1.67766
C -0.01156 0.78848 5.03411
P -1.11359 0.45200 -1.50519
H -1.09999 -0.68537 -4.35109
N 3.35987 -1.79993 0.90932
C 4.49246 -1.17259 -1.13049
H -2.39608 -2.38717 -1.23506
H 0.62772 -2.18908 2.52133
F -2.94211 -2.76371 6.72127
H -1.00511 1.78865 -4.24547
C -1.42694 -1.43305 -3.63007
H 6.42769 1.60994 0.70524
H -1.12188 -2.41102 -4.01048
H -0.55601 3.22455 -0.74157
C 2.25791 -1.42507 1.56457
H 0.23126 3.88111 -2.17355
H 1.43569 1.65590 -0.64966
F -2.34875 -3.46680 4.76452
H 1.92795 0.72998 -2.06572
F -3.99780 -2.08148 4.96257
H -4.27349 2.23495 -0.58063
C 4.28706 -0.94680 0.22353
C -1.54244 -0.67824 4.07257
N -0.70108 0.33671 0.05126
H -2.70031 2.98194 -0.80662
C -2.92170 0.92296 -1.58540
H 3.94352 -1.95863 -1.63690
H -2.89956 2.28814 -3.30711
C -1.31469 -2.33577 -1.29252
C 5.88076 0.83332 0.18741
H 3.49090 -2.78909 0.75427
C 5.39961 -0.38783 -1.82548
C -0.25513 0.29645 6.29812
H -1.38501 -1.15790 7.40743
C -1.82161 -1.24378 5.32040
C -0.79767 -1.24297 -2.24510
N 1.42240 -2.40030 1.93818
C -3.78648 -0.26489 -1.13568
H 1.21294 -1.27369 -1.39427
H 0.88446 -2.50724 -2.62083
H 1.98404 2.48180 -2.11139
C -3.36751 1.35983 -2.98635
S -0.54725 3.72775 2.22079
C -1.17359 -0.73854 6.43305
C -0.51377 2.21198 1.99287
C -2.78819 -2.39157 5.44265
V -0.47087 0.32231 1.74206
H -2.51442 -1.42750 -3.59548
H -4.81181 0.09617 -1.03511
H 6.79248 1.23866 -1.71036
C 0.71892 -1.46174 -2.34873
S 1.92635 0.21853 1.92410
H -3.18265 0.59935 -3.74469
H -4.44526 1.53494 -2.95637
C -0.02068 1.76272 -2.27817
C -0.00870 1.71507 -3.81080
C 4.98780 0.04189 0.89468
H -1.46332 3.43077 -2.25373
C -3.19782 2.04626 -0.57117
H 0.47292 0.81925 -4.19890
H 0.70205 1.58333 4.85340
H 5.56672 -0.56600 -2.87956
C 6.08721 0.62268 -1.16835
H -2.91940 1.74401 0.43755
H 4.84058 0.18921 1.95531
H -3.80139 -1.07822 -1.85707
*
```

Calculated total energy (eV): -109170.811
E_LUMO (spin up / spin down) (eV): -3.261 / -3.232
HOMO-LUMO gap (spin up / spin down) (eV): 7.08 / 6.92
Relative energy (zero: lowest compared OMol25 entry of this formula, charge and spin) (eV): 0.133
F_max (eV Å⁻¹): 0.53

***

Record 3
The following is a DFT calculation (ωB97M-V/def2-TZVPD) of 2 unconnected molecules or ions with the total composition C3H9N3 in a non-equilibrium geometry.

ORCA input file:
```
! wB97M-V def2-TZVPD RIJCOSX def2/J DEFGRID3
* xyz 0 1
C 0.98000 0.27191 -0.92011
H -0.35612 0.53133 0.89757
N 1.08553 0.32964 -2.14305
H -1.41969 1.33625 -0.53401
H 0.65089 1.13366 -2.59311
N 0.51771 -0.83243 1.08993
H -1.03995 -1.35815 -0.25768
H -0.19577 2.38253 0.21758
H -1.56669 1.78903 1.15864
H -1.08575 -2.09372 1.36812
H 0.05264 -2.68829 0.14468
C -0.85365 1.52942 0.37309
N 1.39425 -0.44078 0.12664
C -0.43080 -1.79393 0.54927
H 2.26739 -0.09646 0.52245
*
```

Calculated total energy (eV): -7722.437
E_LUMO (spin up / spin down) (eV): 0.119 / 0.119
HOMO-LUMO gap (spin up / spin down) (eV): 7.83 / 7.84
Relative energy (zero: lowest compared OMol25 entry of this formula, charge and spin) (eV): 5.137
F_max (eV Å⁻¹): 1.71

***

Record 4
The following is a DFT calculation (ωB97M-V/def2-TZVPD) of C25H24N4O2 in the gas phase in a non-equilibrium geometry.

ORCA input file:
```
! wB97M-V def2-TZVPD RIJCOSX def2/J DEFGRID3
* xyz 0 1
H -5.23767 0.77850 -1.19998
H 2.48622 -1.68219 -2.17567
C 1.83802 0.16614 -1.31552
C 5.55699 2.26992 0.19190
H 1.19497 -2.46328 -0.59898
C -3.32253 1.66970 -0.85010
H 3.22367 0.80747 2.68971
H 4.87918 -1.34039 -1.65646
H 1.65927 -2.85241 1.81153
H 0.12838 -3.33236 -1.71172
C -3.00976 2.64168 1.32764
C 0.21858 -1.26558 1.63217
C 4.50611 0.57243 -0.77562
C 1.13503 0.87911 2.16526
N 2.52000 -1.05616 2.25402
O 4.19036 2.61486 0.13290
H -1.25889 -2.71099 2.12060
H 6.15116 3.02243 -0.35142
H -2.38005 2.19463 -2.71195
C 0.41608 -0.05750 -1.54355
H -0.90819 0.56124 1.58217
C -1.62245 -0.88100 -1.71838
C -0.33015 -1.25909 -1.42036
H -1.77628 -1.51199 0.91845
C -5.09955 1.61054 0.76685
N -0.57449 -3.13019 0.22582
C 3.56033 1.54850 -0.45887
H 5.88581 2.24237 1.24423
H -6.10534 1.32423 1.03675
H -4.67959 2.51090 2.66190
N -1.60291 0.43837 -1.99941
C -4.61089 1.30294 -0.49226
H -1.51663 2.61233 -0.21365
H -1.41101 -4.69044 -0.85850
N -0.38474 0.94681 -1.88133
H -2.04296 -4.47917 0.77824
C -2.73894 1.30112 -2.19425
C -4.29970 2.27686 1.67858
C 0.05492 0.10624 1.77388
H 1.49730 2.12867 -0.48744
O 5.75051 1.00280 -0.39541
H -2.56743 -3.38316 -0.51200
H -2.38250 3.16027 2.03787
C 4.14422 -0.59871 -1.39317
H -3.48045 0.79163 -2.81512
C -2.52380 2.34089 0.06860
C 1.48209 -1.78815 1.89421
C 2.34843 0.24777 2.38717
H -2.53470 -1.44200 -1.76311
C 2.79145 -0.78543 -1.66013
C -0.92879 -2.14847 1.23755
C 0.15491 -2.58273 -0.91533
H 1.03934 1.94634 2.29196
C -1.71131 -3.95192 -0.11730
C 2.22837 1.37562 -0.72295
*
```

Calculated total energy (eV): -36368.985
E_LUMO (eV): 0.694
HOMO-LUMO gap (eV): 8.44
SMILES: CN(Cc1cccnc1)Cc1cn(Cc2ccccc2)nc1-c1ccc2c(c1)OCO2
Relative energy (zero: lowest compared OMol25 entry of this formula, charge and spin) (eV): 2.692
F_max (eV Å⁻¹): 1.30

***

Record 5
The following is a DFT calculation (ωB97M-V/def2-TZVPD) of 2 unconnected molecules or ions with the total composition CH6NOS in a non-equilibrium geometry.

ORCA input file:
```
! wB97M-V def2-TZVPD RIJCOSX def2/J DEFGRID3
* xyz -1 1
H 0.24566 0.92871 3.02575
H 0.25207 -0.17728 -2.20189
S -0.74415 0.28275 2.35685
H 0.39578 -0.74770 0.61535
O -1.05469 0.64425 -0.87800
H 0.08781 -1.83405 -0.52497
C 0.27392 0.16610 -1.16199
N 0.65463 -1.01250 -0.33089
H -1.14934 0.84977 0.02869
H 1.03831 0.89994 -0.92891
*
```

Calculated total energy (eV): -15508.278
E_LUMO (eV): 4.322
HOMO-LUMO gap (eV): 7.44
Relative energy (zero: lowest compared OMol25 entry of this formula, charge and spin) (eV): 0.218
F_max (eV Å⁻¹): 3.09

***

Record 6
The following is a DFT calculation (ωB97M-V/def2-TZVPD) of a molecular structure, C39H44FN7NiO3.

ORCA input file:
```
! wB97M-V def2-TZVPD RIJCOSX def2/J DEFGRID3
* xyz 0 3
C -5.85659 -0.24881 -0.56023
F -3.76677 1.22610 -1.28835
N 0.53891 2.06693 -0.65407
H -7.65802 -2.87626 0.52350
C -0.87021 -0.26854 1.75705
N 3.19871 2.65242 -1.57493
Ni 2.29192 0.86483 -1.01868
H 4.74979 -1.02605 2.86960
H 2.72964 -0.12110 3.97578
C 1.28314 4.18829 -1.77661
H 2.19282 3.04425 -3.34309
C -1.09043 2.72048 0.99074
H -1.18314 -4.59493 0.05786
H 0.86576 4.96456 -2.42711
C -2.00730 0.16577 2.41994
H -2.85534 -5.87266 -1.31172
H -5.88204 -0.13439 -1.64132
H 0.03499 2.66608 -2.53165
H -6.26471 -2.69978 -0.38024
H 3.65407 5.19806 -1.06039
H 5.52088 -0.28262 0.72096
H -5.65432 -3.31300 1.78983
H 1.32605 -3.99392 -1.73187
H -3.80421 -1.83020 1.51721
C 2.77128 -0.17934 2.88387
C 4.64170 2.11217 0.20480
C 1.52575 -1.47906 0.98819
C -2.08760 -5.32320 -1.83889
C 2.81682 -1.89158 -2.17012
N -6.83062 -2.30164 0.37842
O 3.40660 -2.92668 -2.47359
H 2.32539 -1.86837 0.36613
H 7.06948 5.45996 1.32213
H -3.15242 -3.16837 -0.57432
C -7.16554 -0.90130 -0.04887
C 0.19389 3.14839 -1.55740
H 4.71862 0.72814 2.90395
C -0.17223 1.79094 0.38816
H -2.38257 -4.87940 -2.77903
C 4.45938 -0.14538 0.95169
H 0.70584 -2.21113 0.90361
H 3.97927 -1.00823 0.49903
C -3.01792 0.10802 -1.40583
H -0.66446 -1.32178 1.89788
H 1.55707 4.66541 -0.83243
H -7.57044 -0.40514 0.83115
H 7.60364 3.17062 1.61665
H -2.49893 -0.62510 2.98720
H -7.93960 -0.96227 -0.81080
H -0.92496 3.74127 0.66935
C 4.23791 -0.14754 2.45877
C -0.97279 -0.96783 -1.97010
C -1.77346 0.17419 -1.95936
H -0.04149 -5.66802 -2.60668
H 2.26338 0.71608 2.51701
C 5.30690 5.19699 0.18053
H -6.53519 -1.89948 2.41304
H -1.35923 1.10571 -2.30954
C -1.09020 -4.54903 -1.02369
C -2.11084 2.56003 1.88737
H -0.75355 3.62278 -1.28264
C 6.38571 4.73430 0.90343
H -4.82348 -0.42197 1.79440
C 0.69853 -3.11592 -1.82420
O 0.84751 0.33057 -2.68118
C 0.45598 -0.78756 -2.32466
N 1.13628 -0.19043 0.43609
C -4.74423 -1.36345 1.23569
C -1.45805 -2.18351 -1.49292
C 4.32079 4.53098 -0.53447
H 2.59589 -2.31696 2.64586
C -2.59530 1.41173 2.52621
C -0.66267 -5.79232 -1.73171
C 4.04602 3.14615 -0.69885
H -0.43908 -6.65933 -1.12861
H 1.11532 -1.50787 3.10959
O 3.31196 -0.78103 -1.81722
C 1.98854 -1.42407 2.45848
C 5.93987 2.26097 0.80143
C 2.51873 3.58432 -2.44843
H -3.44841 1.51870 3.18491
N -4.76556 -1.12406 -0.19342
C -3.51541 -1.08886 -0.87840
H -5.76972 0.74784 -0.11588
H -2.62124 3.48572 2.14090
C 0.07447 0.39467 0.91929
C 1.28941 -1.94356 -2.15078
N 3.93339 1.02887 0.27906
C 6.66714 3.38046 1.10533
H 5.22295 6.27953 0.11808
N -0.62540 -3.28962 -1.53313
C -5.93698 -2.28112 1.58779
H 3.19224 4.37657 -2.79216
H 6.38603 1.33132 1.12653
C -2.75368 -2.23748 -0.95488
*
```

Calculated total energy (eV): -101487.647
E_LUMO (spin up / spin down) (eV): -1.612 / -1.612
Expectation value of S²: 2.006
HOMO-LUMO gap (spin up / spin down) (eV): 3.70 / 3.67
Relative energy (zero: lowest compared OMol25 entry of this formula, charge and spin) (eV): 0.000
F_max (eV Å⁻¹): 0.51